The following is a DFT calculation (the ωB97M-V functional and the def2-TZVPD basis) of a molecular structure, C22H29Cl3EuN2O4.

Positions of all 61 atoms, in Å:
1 Eu 0.1971 -0.0035 1.9036
2 Cl 0.4492 0.0031 4.4273
3 N -0.4016 2.4139 1.2269
4 N -0.4704 -2.4104 1.2113
5 C -0.8282 2.8931 0.0849
6 C -0.9040 -2.9266 0.0852
7 C 0.6241 3.3558 1.7610
8 C 0.8653 4.2975 0.5795
9 C 1.8927 2.6306 2.1778
10 C 0.0397 4.0804 2.9687
11 H 2.2479 1.9849 1.3623
12 H 1.7291 2.0250 3.0860
13 H 2.6824 3.3657 2.3858
14 H -0.8298 4.6733 2.6617
15 H 0.7801 4.7645 3.4071
16 H -0.2754 3.3594 3.7379
17 C 0.5159 -3.3649 1.7967
18 C 0.7413 -4.3615 0.6582
19 C -0.1041 -4.0245 3.0232
20 C 1.8055 -2.6658 2.1940
21 H 2.1762 -2.0499 1.3624
22 H 2.5750 -3.4170 2.4192
23 H 1.6627 -2.0379 3.0904
24 H -0.9943 -4.5925 2.7291
25 H -0.3956 -3.2670 3.7658
26 H 0.6053 -4.7229 3.4901
27 O -0.2444 -3.9941 -0.3659
28 H 0.5415 -5.4016 0.9426
29 H 1.7329 -4.2731 0.1934
30 O -0.1400 3.9162 -0.4190
31 H 1.8498 4.1648 0.1106
32 H 0.6933 5.3532 0.8236
33 C -2.0485 2.4473 -0.6525
34 C -2.0990 -2.4760 -0.6857
35 C -1.8588 -1.2401 -1.5111
36 H -2.8488 -2.2290 0.0808
37 H -2.4539 -3.3201 -1.2830
38 C -1.9934 -0.0158 -0.8561
39 C -1.8381 1.2177 -1.4932
40 H -2.3045 -0.0238 0.1858
41 C -1.6571 1.2206 -2.8804
42 C -1.5948 0.0027 -3.5531
43 C -1.5708 2.5179 -3.6121
44 C -1.6775 -1.2274 -2.8986
45 H -1.4661 0.0110 -4.6352
46 C -1.6162 -2.5151 -3.6515
47 H -1.5031 -2.3229 -4.7222
48 H -2.5315 -3.1072 -3.5107
49 H -0.7696 -3.1348 -3.3276
50 H -2.4781 3.1212 -3.4680
51 H -1.4537 2.3405 -4.6850
52 H -0.7165 3.1171 -3.2713
53 H -2.4170 3.2964 -1.2350
54 H -2.7752 2.1986 0.1354
55 Cl 4.4225 1.2650 -0.3771
56 C 3.5537 -0.0263 -1.2326
57 Cl 4.0068 -1.6551 -0.6907
58 C 2.0538 0.1850 -0.9911
59 O 1.3858 0.5042 -1.9877
60 O 1.6689 0.0242 0.2277
61 H 3.7617 0.0563 -2.2997

Cartesian forces (eV/Å) of the 2 atoms listed first:
-1.627 -0.189 -1.003
0.249 0.030 1.595

Its spin multiplicity is 7. The highest occupied orbital energy (alpha / beta) comes out at 0.09 / -2.16 eV. Its gap between HOMO and LUMO (alpha / beta) is 2.46 / 4.68 eV. As for the total charge: -1. As for the expectation value of S²: 12.023.

***

The following is a DFT calculation (the ωB97M-V functional and the def2-TZVPD basis) of a molecular structure, C22H29IrN4O2P.

Positions of all 59 atoms, in Å:
1 Ir -0.4042 -1.5551 -0.3709
2 C 4.4016 -1.9586 -2.6371
3 O 3.5223 -1.3586 -1.6295
4 C 2.2708 -1.6474 -1.5636
5 O 1.6074 -1.1575 -0.6056
6 N 1.6905 -2.4517 -2.4695
7 N 0.3136 -2.7127 -2.3307
8 H 5.3798 -1.5396 -2.4325
9 H 4.0752 -1.6628 -3.6333
10 H 4.4220 -3.0387 -2.5035
11 H 2.1782 -2.7857 -3.2903
12 H 0.1489 -3.7182 -2.3004
13 H -0.1630 -2.3465 -3.1542
14 C 2.3676 5.6075 -1.4783
15 C 1.5956 4.7707 -2.2898
16 C 1.1052 3.5946 -1.7751
17 C 1.3942 3.2440 -0.4321
18 C 2.1849 4.0949 0.3789
19 C 2.6595 5.2705 -0.1537
20 P 0.7930 1.7405 0.1610
21 C 1.5632 1.1148 1.5662
22 C 0.7984 0.4490 2.5520
23 C 1.4206 0.0164 3.7009
24 C 2.7982 0.1918 3.8557
25 C 3.5663 0.8114 2.8684
26 C 2.9624 1.2533 1.7134
27 C -0.8928 1.4285 -0.1772
28 C -1.6901 2.5995 -0.2568
29 C -3.0228 2.5117 -0.5703
30 C -3.5631 1.2612 -0.8689
31 C -2.7888 0.1127 -0.8026
32 C -1.4334 0.1334 -0.4543
33 H 2.7409 6.5423 -1.8784
34 H 1.4110 5.0399 -3.3208
35 H 0.5110 2.9321 -2.3925
36 H 2.3458 3.8657 1.4238
37 H 3.2442 5.9476 0.4541
38 H -0.2737 0.3500 2.4305
39 H 0.8471 -0.4358 4.4981
40 H 3.2798 -0.1662 4.7570
41 H 4.6315 0.9350 3.0084
42 H 3.5576 1.6860 0.9190
43 H -1.2602 3.5657 -0.0271
44 H -3.6357 3.4018 -0.6027
45 H -4.5988 1.1914 -1.1771
46 H -3.2361 -0.8224 -1.1078
47 N -5.4843 -3.9777 1.6178
48 C -4.0620 -4.1097 1.1310
49 C -3.3847 -2.7475 0.9276
50 N -1.9871 -2.9220 0.4354
51 H -5.9171 -4.9057 1.7091
52 H -6.0766 -3.4401 0.9760
53 H -5.5450 -3.5344 2.5410
54 H -4.1079 -4.6785 0.2019
55 H -3.5409 -4.7102 1.8767
56 H -3.3357 -2.2000 1.8699
57 H -3.9413 -2.1388 0.2198
58 H -2.0085 -3.6238 -0.3027
59 H -1.4347 -3.3178 1.1957

Cartesian forces (eV/Å) of the 2 atoms listed first:
0.239 -1.203 0.366
0.026 -0.008 -0.001

Its spin multiplicity is 2. As for the relative energy (zero: lowest compared OMol25 entry of this formula, charge and spin): 99.1 kJ/mol. The highest occupied orbital energy (alpha / beta) comes out at -19.28 / -19.25 eV. Its gap between HOMO and LUMO (alpha / beta) is 5.88 / 5.84 eV. As for the total charge: +4. As for the expectation value of S²: 0.754.

***

The following is a DFT calculation (the ωB97M-V functional and the def2-TZVPD basis) of a molecular structure, C22H29N2ORuS5SbSi2.

Positions of all 63 atoms, in Å:
1 Ru 0.1040 -1.3833 -0.1504
2 O 0.1677 0.4198 1.2546
3 N -0.4085 1.5277 0.8730
4 C 0.0998 2.6770 1.3672
5 C -0.4177 3.8993 1.0354
6 C -1.4870 3.9461 0.1392
7 C -1.9919 2.7706 -0.3581
8 C -1.4774 1.5164 0.0189
9 S -2.1482 0.0377 -0.5046
10 H 0.9475 2.5256 2.0168
11 H 0.0249 4.7932 1.4512
12 H -1.9109 4.8942 -0.1681
13 H -2.8146 2.7645 -1.0588
14 S 3.2505 -3.6572 -2.2088
15 Sb 1.8139 -4.0849 -0.5105
16 S -0.4732 -3.4942 -1.1278
17 S 1.9106 -2.2513 1.1054
18 S 1.8473 -6.0957 0.5479
19 C -0.8343 -3.9919 2.3629
20 Si -1.4243 -2.4201 1.5148
21 C -3.1719 -2.8383 0.9272
22 C -1.6097 -1.1508 2.9229
23 C -2.7375 -0.3369 3.0477
24 C -2.8440 0.6063 4.0634
25 C -1.8170 0.7526 4.9862
26 C -0.6880 -0.0518 4.8839
27 C -0.5910 -0.9889 3.8649
28 H -1.6241 -4.3319 3.0445
29 H 0.0802 -3.8337 2.9353
30 H -0.6266 -4.7852 1.6427
31 H -3.7837 -3.0679 1.8076
32 H -3.1270 -3.7271 0.2957
33 H -3.6570 -2.0372 0.3680
34 H -3.5367 -0.4252 2.3199
35 H -3.7265 1.2345 4.1279
36 H -1.8917 1.4936 5.7751
37 H 0.1251 0.0636 5.5925
38 H 0.3112 -1.5851 3.7752
39 C -0.7092 -1.2809 -3.8708
40 Si 0.4014 0.1129 -3.2931
41 C -0.5277 1.7151 -3.7141
42 C 1.9295 0.1051 -4.4023
43 N 0.9009 -0.0333 -1.6614
44 C 2.0009 0.7465 -1.2887
45 C 1.9194 2.1471 -1.2142
46 C 3.0185 2.9199 -0.8603
47 C 4.2363 2.3206 -0.5731
48 C 4.3410 0.9333 -0.6628
49 C 3.2510 0.1599 -1.0173
50 H -0.9718 -1.1105 -4.9214
51 H -1.6326 -1.3467 -3.2924
52 H -0.1942 -2.2393 -3.7889
53 H -0.7994 1.7189 -4.7765
54 H 0.0825 2.6029 -3.5210
55 H -1.4471 1.7896 -3.1273
56 H 1.6493 0.1197 -5.4615
57 H 2.5076 -0.8029 -4.2047
58 H 2.5758 0.9656 -4.2054
59 H 0.9702 2.6211 -1.4483
60 H 2.9167 3.9999 -0.8053
61 H 5.0936 2.9205 -0.2885
62 H 5.2897 0.4476 -0.4614
63 H 3.3354 -0.9169 -1.1201

Cartesian forces (eV/Å) of the 2 atoms listed first:
-0.223 0.012 -0.389
0.030 -0.100 0.087

Its spin multiplicity is 5. As for the relative energy (zero: lowest compared OMol25 entry of this formula, charge and spin): 0.0 kJ/mol. The highest occupied orbital energy (alpha / beta) comes out at -1.35 / -2.13 eV. Its gap between HOMO and LUMO (alpha / beta) is 5.66 / 6.39 eV. As for the total charge: -2. As for the expectation value of S²: 6.039.

***

The following is a DFT calculation (the ωB97M-V functional and the def2-TZVPD basis) of C22H29N3O2S in the gas phase.

Positions of all 57 atoms, in Å:
1 C 1.2716 1.3021 5.1031
2 C -0.0680 1.0267 5.7805
3 C -0.8181 2.3269 6.0766
4 C -2.1491 2.0455 6.7672
5 C -3.0195 1.1340 5.9080
6 C -2.2874 -0.1698 5.5982
7 C -0.9312 0.0772 4.9298
8 N -1.1078 0.5756 3.5818
9 C -0.5405 -0.0029 2.5051
10 O 0.1513 -0.9974 2.5685
11 C -0.8619 0.6803 1.1766
12 C 0.4212 0.8379 0.3592
13 C 0.1164 1.3971 -1.0316
14 N -0.8583 0.5771 -1.7091
15 C -0.6589 -0.0958 -2.8639
16 O -1.4737 -0.8710 -3.3289
17 C 0.6018 0.1996 -3.6007
18 S 0.8323 1.7475 -4.3494
19 C 2.2549 1.1981 -5.1424
20 C 2.5384 -0.0933 -4.8541
21 C 1.5842 -0.6827 -3.9766
22 N 1.6821 -1.9888 -3.5219
23 C 1.2161 -2.4670 -2.3294
24 C 1.5134 -3.7948 -2.2460
25 C 2.1811 -4.1485 -3.4395
26 C 2.2747 -3.0195 -4.1984
27 C -2.0993 0.4004 -0.9863
28 C -1.8435 -0.1988 0.3938
29 H 1.1298 1.8724 4.1873
30 H 1.7654 0.3685 4.8462
31 H 1.9214 1.8713 5.7636
32 H 0.1210 0.5167 6.7313
33 H -0.1991 2.9616 6.7141
34 H -0.9932 2.8732 5.1464
35 H -2.6722 2.9837 6.9634
36 H -1.9603 1.5613 7.7279
37 H -3.9518 0.9105 6.4303
38 H -3.2832 1.6477 4.9802
39 H -2.1176 -0.7140 6.5288
40 H -2.8987 -0.7992 4.9484
41 H -0.4012 -0.8746 4.8123
42 H -1.6650 1.4064 3.4717
43 H -1.3114 1.6644 1.3511
44 H 0.8971 -0.1409 0.2771
45 H 1.1160 1.5067 0.8706
46 H -0.2835 2.4156 -0.9397
47 H 1.0344 1.4391 -1.6182
48 H 2.7978 1.8738 -5.7722
49 H 3.3953 -0.6177 -5.2348
50 H 0.7284 -1.8250 -1.6246
51 H 1.2845 -4.4455 -1.4257
52 H 2.5476 -5.1215 -3.7010
53 H 2.6880 -2.8790 -5.1772
54 H -2.5877 1.3779 -0.8856
55 H -2.7337 -0.2575 -1.5830
56 H -1.4143 -1.1968 0.2891
57 H -2.7883 -0.2890 0.9326

Cartesian forces (eV/Å) of the 2 atoms listed first:
-0.165 -0.140 0.209
0.116 0.160 -0.363

As for the relative energy (zero: lowest compared OMol25 entry of this formula, charge and spin): 23.8 kJ/mol. The highest occupied orbital energy comes out at -8.27 eV. Its gap between HOMO and LUMO is 8.75 eV.

***

no.,strongest force on any atom (hartree/bohr)
1,0.044
2,0.030
3,0.009
4,0.020